Entry from the Open Molecules 2025 dataset: a gas-phase ion, C4H9N2 (charge +1) in a non-equilibrium geometry (ωB97M-V/def2-TZVPD).

The geometry in XYZ format:
```
15
Properties=species:S:1:pos:R:3
C -0.05 -0.80 1.94
C 0.13 0.33 1.07
N 0.54 0.72 -0.07
C 0.85 0.11 -1.35
N -0.34 -0.62 -1.72
C -0.62 1.45 0.48
H -0.53 -0.53 2.89
H 0.86 -1.38 2.11
H -0.76 -1.44 1.39
H 1.09 0.94 -2.03
H 1.75 -0.49 -1.18
H -0.19 -1.62 -1.67
H -0.65 -0.38 -2.65
H -1.59 1.22 0.03
H -0.48 2.48 0.78
```

Computed properties:
* net charge: +1
* relative energy (zero: lowest compared OMol25 entry of this formula, charge and spin): 66.61 kcal per mole
* E_LUMO: -4.808 eV
* HOMO-LUMO gap: 10.08 eV
* HOMO energy: -14.89 eV
* multiplicity: 1
* calculated total energy: -266.99313 Eh

=====

Entry from the Open Molecules 2025 dataset: a gas-phase ion, C4H9N2 (charge +1) in a non-equilibrium geometry (ωB97M-V/def2-TZVPD).

The geometry in XYZ format:
```
15
Properties=species:S:1:pos:R:3
N 1.55 1.30 -0.65
C 0.85 0.16 -0.11
C -0.44 0.48 0.53
C -1.09 -0.77 1.04
C -1.04 -1.39 -0.36
N -0.57 -0.08 -0.91
H 1.25 2.16 -0.17
H 1.23 1.46 -1.60
H 2.64 1.32 -0.53
H 1.44 -0.60 0.17
H -0.72 1.43 0.76
H -2.09 -0.49 1.28
H -0.50 -1.15 1.91
H -0.58 -2.33 -0.57
H -1.94 -1.49 -0.79
```

Computed properties:
* net charge: +1
* relative energy (zero: lowest compared OMol25 entry of this formula, charge and spin): 94.90 kcal per mole
* E_LUMO: -3.868 eV
* HOMO-LUMO gap: 10.33 eV
* HOMO energy: -14.20 eV
* multiplicity: 1
* calculated total energy: -266.94806 Eh

=====

Entry from the Open Molecules 2025 dataset: a gas-phase ion, C4H9N2 (charge +1) in a non-equilibrium geometry (ωB97M-V/def2-TZVPD).

The geometry in XYZ format:
```
15
Properties=species:S:1:pos:R:3
C -0.52 1.76 0.01
C 0.03 0.49 -0.18
C 1.59 0.24 0.02
N 2.56 -0.71 -0.07
N -0.73 -0.65 -0.25
C -2.08 -0.78 0.07
H -1.57 2.09 -0.19
H 0.07 2.61 0.26
H 2.16 1.12 0.07
H 3.60 -0.44 -0.09
H 2.54 -1.68 -0.10
H -0.22 -1.55 0.07
H -2.29 -1.80 0.06
H -2.46 -0.44 1.00
H -2.68 -0.24 -0.67
```

Computed properties:
* net charge: +1
* relative energy (zero: lowest compared OMol25 entry of this formula, charge and spin): 80.82 kcal per mole
* E_LUMO (spin up / spin down): -5.750 / -5.749 eV
* HOMO-LUMO gap (spin up / spin down): 7.01 / 7.01 eV
* HOMO energy (spin up / spin down): -12.76 / -12.76 eV
* multiplicity: 1
* calculated total energy: -266.97048 Eh

=====

Entry from the Open Molecules 2025 dataset: 2 unconnected molecules or ions with the total composition C4H9N2 in a non-equilibrium geometry (ωB97M-V/def2-TZVPD).

The geometry in XYZ format:
```
15
Properties=species:S:1:pos:R:3
C -1.20 1.05 -0.49
C -1.73 0.40 0.79
C -0.60 -1.50 -0.28
C -0.37 -0.13 -0.36
N -0.62 -0.58 0.93
N 2.38 -0.21 0.05
H -1.75 1.33 -1.40
H -0.51 1.91 -0.24
H -1.84 0.96 1.78
H -2.71 -0.17 0.49
H -1.52 -1.69 -0.77
H 0.17 -2.22 -0.11
H 2.32 0.71 -0.36
H 3.09 -0.82 -0.43
H 2.62 0.02 0.97
```

Computed properties:
* net charge: +1
* relative energy (zero: lowest compared OMol25 entry of this formula, charge and spin): 130.14 kcal per mole
* E_LUMO (spin up / spin down): -5.745 / -5.745 eV
* HOMO-LUMO gap (spin up / spin down): 8.65 / 8.65 eV
* HOMO energy (spin up / spin down): -14.39 / -14.39 eV
* multiplicity: 1
* calculated total energy: -266.89190 Eh

=====

Entry from the Open Molecules 2025 dataset: a gas-phase ion, C4H9N2 (charge +1) in a non-equilibrium geometry (ωB97M-V/def2-TZVPD).

The geometry in XYZ format:
```
15
Properties=species:S:1:pos:R:3
C 0.02 -0.15 -0.88
C 1.75 -0.10 -2.59
C -1.68 -0.16 1.81
C -0.45 0.71 1.38
N 0.75 -0.70 -1.92
N 0.38 0.17 0.28
H 1.76 -0.33 -3.61
H 2.27 0.74 -2.05
H -2.37 -0.43 1.06
H -1.27 -1.04 2.20
H -2.15 0.39 2.66
H -0.77 1.71 1.12
H 0.11 0.76 2.27
H 0.28 -1.50 -2.38
H 1.37 -0.06 0.65
```

Computed properties:
* net charge: +1
* relative energy (zero: lowest compared OMol25 entry of this formula, charge and spin): 93.17 kcal per mole
* E_LUMO (spin up / spin down): -5.353 / -5.352 eV
* HOMO-LUMO gap (spin up / spin down): 8.16 / 8.16 eV
* HOMO energy (spin up / spin down): -13.51 / -13.51 eV
* multiplicity: 1
* calculated total energy: -266.95081 Eh

=====

Entry from the Open Molecules 2025 dataset: 2 unconnected molecules or ions with the total composition C4H9N2 (ωB97M-V/def2-TZVPD).

The geometry in XYZ format:
```
15
Properties=species:S:1:pos:R:3
C -1.34 -1.61 -1.37
C -0.25 -1.01 -0.68
C 0.27 1.41 1.56
C 1.59 1.42 1.64
N -0.30 -2.46 -0.82
N -0.34 -0.85 -2.15
H -2.41 -1.62 -1.44
H -0.33 0.74 2.15
H 0.02 -0.29 0.08
H -0.27 2.14 0.98
H 2.13 0.72 2.25
H 2.18 2.13 1.09
H -0.55 -2.97 0.02
H 0.31 -1.41 -2.72
H -0.58 0.06 -2.56
```

Computed properties:
* net charge: +1
* relative energy (zero: lowest compared OMol25 entry of this formula, charge and spin): 118.84 kcal per mole
* E_LUMO: -3.328 eV
* HOMO-LUMO gap: 10.48 eV
* HOMO energy: -13.81 eV
* multiplicity: 1
* calculated total energy: -266.90991 Eh

=====

Entry from the Open Molecules 2025 dataset: 2 unconnected molecules or ions with the total composition C4H9N2 in a non-equilibrium geometry (ωB97M-V/def2-TZVPD).

The geometry in XYZ format:
```
15
Properties=species:S:1:pos:R:3
C -1.26 1.76 -0.08
C -0.37 0.77 0.41
C -1.36 -0.35 0.33
C -1.11 -1.80 -0.11
N -1.73 0.71 -0.62
N 2.64 0.52 -0.17
H -1.50 2.73 -0.03
H 0.79 0.86 0.33
H -2.10 -0.13 1.16
H -2.07 -2.35 -0.51
H -0.76 -2.26 0.79
H -0.28 -1.93 -0.87
H 3.21 0.75 0.72
H 2.96 1.21 -0.91
H 2.94 -0.48 -0.42
```

Computed properties:
* net charge: +1
* relative energy (zero: lowest compared OMol25 entry of this formula, charge and spin): 121.41 kcal per mole
* E_LUMO: -5.034 eV
* HOMO-LUMO gap: 9.32 eV
* HOMO energy: -14.35 eV
* multiplicity: 1
* calculated total energy: -266.90581 Eh

=====

Entry from the Open Molecules 2025 dataset: 2 unconnected molecules or ions with the total composition C4H9N2 in a non-equilibrium geometry (ωB97M-V/def2-TZVPD).

The geometry in XYZ format:
```
15
Properties=species:S:1:pos:R:3
C -1.81 -1.22 -0.23
C 2.76 0.40 0.41
C -1.61 1.37 -0.31
C -0.69 -0.82 0.62
N -1.56 0.15 0.10
N 1.97 -0.18 -0.39
H -1.54 -1.67 -1.18
H -2.72 -1.57 0.10
H 2.46 0.89 1.31
H 3.82 0.50 0.17
H -2.41 1.84 -0.75
H -0.76 1.99 0.14
H -0.65 -1.12 1.70
H 0.29 -0.88 0.14
H 2.34 -0.63 -1.14
```

Computed properties:
* net charge: +1
* relative energy (zero: lowest compared OMol25 entry of this formula, charge and spin): 104.65 kcal per mole
* E_LUMO: -5.189 eV
* HOMO-LUMO gap: 8.60 eV
* HOMO energy: -13.79 eV
* multiplicity: 1
* calculated total energy: -266.93252 Eh

=====

Entry from the Open Molecules 2025 dataset: a gas-phase ion, C4H9N2 (charge +1) in a non-equilibrium geometry (ωB97M-V/def2-TZVPD).

The geometry in XYZ format:
```
15
Properties=species:S:1:pos:R:3
C -0.79 -1.21 -0.11
C 0.48 -1.23 0.28
C -1.53 0.07 -0.37
C 1.31 -0.06 0.48
N 2.03 0.46 -0.46
N -0.90 1.16 0.36
H -1.34 -2.12 -0.25
H 0.99 -2.16 0.50
H -1.49 0.30 -1.44
H -2.58 -0.08 -0.10
H 1.45 0.32 1.49
H 1.94 0.11 -1.42
H 2.67 1.23 -0.31
H -1.13 2.07 -0.01
H -1.13 1.13 1.35
```

Computed properties:
* net charge: +1
* relative energy (zero: lowest compared OMol25 entry of this formula, charge and spin): 23.90 kcal per mole
* E_LUMO (spin up / spin down): -3.336 / -8.663 eV
* HOMO-LUMO gap (spin up / spin down): 6.51 / 5.68 eV
* HOMO energy (spin up / spin down): -9.84 / -14.35 eV
* expectation value of S²: 2.01
* multiplicity: 3
* calculated total energy: -266.88914 Eh

=====

Entry from the Open Molecules 2025 dataset: a gas-phase ion, C4H9N2 (charge +1) in a non-equilibrium geometry (ωB97M-V/def2-TZVPD).

The geometry in XYZ format:
```
15
Properties=species:S:1:pos:R:3
C -1.86 -0.05 0.78
C -1.82 0.80 -0.40
C -0.52 0.39 0.09
C 1.74 -0.63 0.35
N -0.90 1.86 0.01
N 0.65 -0.28 -0.57
H -2.10 0.48 1.69
H -2.19 -1.14 0.84
H -2.46 0.80 -1.32
H 1.59 0.18 1.14
H 1.51 -1.53 0.85
H 2.61 -0.86 -0.18
H -0.39 2.29 -0.88
H 0.31 -1.21 -0.91
H 0.99 0.54 -1.10
```

Computed properties:
* net charge: +1
* relative energy (zero: lowest compared OMol25 entry of this formula, charge and spin): 132.16 kcal per mole
* E_LUMO (spin up / spin down): -3.362 / -6.990 eV
* HOMO-LUMO gap (spin up / spin down): 5.04 / 9.64 eV
* HOMO energy (spin up / spin down): -8.41 / -16.63 eV
* expectation value of S²: 2.01
* multiplicity: 3
* calculated total energy: -266.71662 Eh

=====

Entry from the Open Molecules 2025 dataset: a gas-phase ion, C4H9N2O (charge +1) in a non-equilibrium geometry (ωB97M-V/def2-TZVPD).

The geometry in XYZ format:
```
16
Properties=species:S:1:pos:R:3
C -1.65 0.82 -0.37
N -1.56 -0.45 -0.55
C -0.89 -1.27 0.46
C 0.54 -0.61 0.49
O 1.61 -1.22 0.89
N 0.57 0.55 -0.07
C 1.80 1.43 -0.35
H -1.79 1.37 -1.31
H -1.82 1.31 0.56
H -1.79 -0.98 -1.39
H -0.98 -2.28 0.32
H -1.39 -1.14 1.45
H 1.34 -2.16 1.12
H 2.26 0.75 -1.16
H 2.27 1.44 0.61
H 1.48 2.43 -0.70
```

Computed properties:
* net charge: +1
* relative energy (zero: lowest compared OMol25 entry of this formula, charge and spin): 74.82 kcal per mole
* E_LUMO: -4.113 eV
* HOMO-LUMO gap: 9.95 eV
* HOMO energy: -14.07 eV
* multiplicity: 1
* calculated total energy: -342.23803 Eh

=====

Entry from the Open Molecules 2025 dataset: 2 unconnected molecules or ions with the total composition C4H9N2O in a non-equilibrium geometry (ωB97M-V/def2-TZVPD).

The geometry in XYZ format:
```
16
Properties=species:S:1:pos:R:3
C 1.38 0.67 -1.14
N 1.79 1.44 -2.17
O 0.78 1.20 -0.17
H 1.48 -0.40 -1.19
H 2.47 1.08 -2.82
H 1.74 2.45 -2.11
C -1.72 -1.04 0.70
C -2.22 -0.43 -0.38
C 0.10 -1.29 2.23
N -0.45 -0.70 1.22
H -2.32 -1.79 1.20
H -1.63 0.23 -1.04
H -3.26 -0.79 -0.58
H 1.08 -1.02 2.60
H -0.53 -2.07 2.69
H 0.15 0.01 0.72
```

Computed properties:
* net charge: +1
* relative energy (zero: lowest compared OMol25 entry of this formula, charge and spin): 41.02 kcal per mole
* E_LUMO: -4.754 eV
* HOMO-LUMO gap: 9.74 eV
* HOMO energy: -14.50 eV
* multiplicity: 1
* calculated total energy: -342.29190 Eh

=====

Entry from the Open Molecules 2025 dataset: a gas-phase ion, C4H9N2O (charge +1) in a non-equilibrium geometry (ωB97M-V/def2-TZVPD).

The geometry in XYZ format:
```
16
Properties=species:S:1:pos:R:3
N 2.13 -1.21 -0.19
N 1.67 -0.05 0.32
O 2.15 0.64 1.18
C 0.17 0.24 -0.50
C -0.77 1.45 -0.03
C -1.75 0.41 0.55
C -0.91 -0.74 -0.11
H 1.71 -1.51 -1.05
H 3.04 -1.62 0.25
H 0.60 0.14 -1.51
H -1.25 1.95 -0.96
H -0.31 2.15 0.74
H -1.67 0.31 1.61
H -2.87 0.52 0.15
H -0.71 -1.60 0.64
H -1.24 -1.08 -1.10
```

Computed properties:
* net charge: +1
* relative energy (zero: lowest compared OMol25 entry of this formula, charge and spin): 137.55 kcal per mole
* E_LUMO: -5.567 eV
* HOMO-LUMO gap: 9.96 eV
* HOMO energy: -15.53 eV
* multiplicity: 1
* calculated total energy: -342.13807 Eh

=====

Entry from the Open Molecules 2025 dataset: a gas-phase ion, C4H9N2O (charge +1) in a non-equilibrium geometry (ωB97M-V/def2-TZVPD).

The geometry in XYZ format:
```
16
Properties=species:S:1:pos:R:3
C 1.49 -0.88 0.26
N 1.81 0.24 -0.28
C 0.96 1.36 0.14
C -0.49 0.78 0.01
O -1.55 1.62 -0.09
N -0.53 -0.52 -0.03
C -1.63 -1.45 -0.07
H 1.45 -1.72 -0.34
H 1.40 -1.04 1.34
H 1.88 0.15 -1.34
H 0.98 2.27 -0.37
H 1.21 1.63 1.18
H -1.25 2.51 -0.05
H -2.69 -0.98 -0.10
H -1.48 -2.04 0.82
H -1.56 -1.93 -1.08
```

Computed properties:
* net charge: +1
* relative energy (zero: lowest compared OMol25 entry of this formula, charge and spin): 65.07 kcal per mole
* E_LUMO: -3.814 eV
* HOMO-LUMO gap: 10.99 eV
* HOMO energy: -14.80 eV
* multiplicity: 1
* calculated total energy: -342.25356 Eh

=====

Entry from the Open Molecules 2025 dataset: a molecular structure, C4H9N2O in a non-equilibrium geometry (ωB97M-V/def2-TZVPD).

The geometry in XYZ format:
```
16
Properties=species:S:1:pos:R:3
C 0.98 0.67 -1.37
C 0.64 -0.34 0.23
C -0.66 0.32 0.00
C 1.54 0.02 1.40
N -0.37 0.92 -1.23
N -1.73 -0.82 -0.23
O 1.85 0.88 -2.10
H 0.61 -1.37 0.12
H -0.87 1.11 0.69
H 2.43 -0.37 1.17
H 1.10 -0.46 2.14
H 1.61 1.04 1.53
H -1.08 1.62 -1.72
H -1.51 -1.63 -0.92
H -2.62 -0.28 -0.35
H -1.91 -1.29 0.63
```

Computed properties:
* net charge: +1
* relative energy (zero: lowest compared OMol25 entry of this formula, charge and spin): 89.63 kcal per mole
* E_LUMO: -4.104 eV
* HOMO-LUMO gap: 9.23 eV
* HOMO energy: -13.33 eV
* multiplicity: 1
* calculated total energy: -342.21443 Eh